DFT (ωB97M-V/def2-TZVPD) results for C16H20N2S2 in the gas phase.

Computed properties:
gap between HOMO and LUMO	8.747	eV
structure (SMILES)	CCCCc1ccc(NC(=S)NCc2cccs2)cc1
LUMO	0.63	eV

Atoms and positions in Å:
S 2.223 -3.004 -0.366
C 1.222 -1.744 0.014
H -0.860 -0.628 1.756
H -2.697 0.963 1.995
C -3.195 0.995 -0.085
H -0.116 -2.358 -1.325
H -6.437 2.156 -0.287
C 5.078 2.267 0.240
C -1.389 -0.291 0.878
N -0.003 -1.693 -0.571
C -6.190 0.292 0.741
C 4.276 2.339 -0.850
H -5.684 0.895 -1.262
C -4.341 1.952 0.063
H -4.178 2.796 -0.614
C 2.906 -0.599 1.364
H 3.436 -1.535 1.141
C 3.596 0.555 0.711
H -4.363 2.342 1.082
H -1.563 -0.794 -2.458
H -6.009 -1.800 1.231
H 0.981 0.064 0.884
C -2.860 0.481 -1.334
H -3.429 0.777 -2.203
H 4.333 3.011 -1.683
H -5.974 0.638 1.755
C -1.049 -0.786 -0.379
C -2.445 0.593 1.012
N 1.557 -0.768 0.887
H -5.771 -1.440 -0.478
C -5.710 1.340 -0.265
C -5.575 -1.087 0.532
H -4.500 -1.069 0.685
H 5.197 1.035 2.059
H -7.275 0.201 0.651
C -1.809 -0.400 -1.482
S 3.028 1.156 -0.814
C 4.686 1.247 1.137
H 5.918 2.917 0.406
H 2.896 -0.456 2.451

Atom charges from the Mulliken analysis, given in e for atoms 1 to 5: -0.456 0.202 0.550 0.317 0.288

---

DFT (ωB97M-V/def2-TZVPD) results for C16H20N4 in the gas phase at a distorted geometry.

Computed properties:
gap between HOMO and LUMO	8.475	eV
structure (SMILES)	Cn1ccc2c1CCn1ccnc1C2=C1CCNCC1
LUMO	0.66	eV

Atoms and positions in Å:
H -1.213 0.968 -1.433
N 2.414 2.289 0.058
H -2.088 -2.514 -1.455
H -3.223 1.191 3.518
H -0.946 -4.420 -2.112
C -1.275 0.280 1.200
C 0.525 -3.235 -1.572
C -0.176 -1.693 0.271
H 0.517 -2.645 -2.452
C -0.117 2.631 -0.659
H 0.279 2.935 -1.727
C 1.003 0.510 0.454
H 1.676 -1.600 -0.812
H -2.303 2.419 -1.302
N -1.853 0.031 2.388
H 1.582 -2.962 0.385
H 3.937 3.845 0.061
H 4.281 1.375 0.680
C -2.881 1.784 1.422
H 2.559 -0.750 1.332
H 3.079 3.656 -1.445
C -1.440 -2.523 0.486
C -1.389 1.852 -0.716
H -3.568 2.642 1.323
H -2.681 -3.948 -0.418
C -1.868 -3.318 -0.718
C 1.037 1.783 -0.059
H 1.255 -4.063 -1.720
C 2.965 3.613 -0.355
N -1.897 1.333 0.547
N -0.691 -3.975 -1.316
H -1.067 -3.273 1.197
C -0.102 -0.394 0.670
H -0.138 3.504 0.015
H -2.306 -1.993 0.873
C 1.004 -2.343 -0.375
C 2.361 0.200 0.818
C 3.169 1.267 0.506
C -2.689 1.087 2.578
H 2.269 4.452 -0.134

Atom charges from the Mulliken analysis, given in e for atoms 1 to 5: 0.271 0.189 0.357 0.435 0.198

---

DFT (ωB97M-V/def2-TZVPD) results for C16H20N4O4S2 in the gas phase at a distorted geometry.

Computed properties:
gap between HOMO and LUMO	9.025	eV
structure (SMILES)	CCOC(=O)Cc1cnc(NC(=O)CSc2nc(C(C)C)cc(=O)[nH]2)s1
LUMO	0.43	eV

Atoms and positions in Å:
C 3.415 -1.686 -0.939
C 4.997 -3.321 -3.847
O -5.987 2.873 3.629
H 3.200 -2.533 -0.276
C -1.634 -0.662 3.602
C 5.290 -2.269 -4.906
C -1.621 2.213 -0.803
O 2.608 -2.321 -3.122
O -2.748 2.429 -1.170
H 6.127 -1.647 -4.598
S -2.025 4.161 1.040
H -1.841 -2.043 1.192
C -3.304 0.783 2.504
H 5.537 -2.759 -5.843
C -4.973 2.452 3.119
O 4.747 -2.720 -2.570
C -2.734 -0.609 2.537
H 3.093 0.829 0.519
H -1.469 0.568 -1.955
H 4.375 -1.262 -0.642
N 1.169 1.212 -0.207
N -4.115 3.337 2.437
H -2.036 -0.405 4.579
H 4.124 -3.916 -4.133
S 0.843 -0.854 -1.721
H -0.845 0.044 3.353
H 5.858 -3.972 -3.686
H -4.405 4.307 2.381
N -2.541 1.715 1.869
C -2.173 -1.007 1.174
H -0.342 2.452 0.917
H -1.208 -1.662 3.651
H -5.079 0.356 3.608
C -4.479 1.101 3.111
N -0.933 1.133 -1.305
C 2.302 0.473 -0.115
H -0.144 3.699 -0.332
H -1.329 -0.371 0.927
C 0.310 0.655 -0.991
C 3.522 -2.262 -2.343
C -0.864 3.067 0.186
C -2.972 2.931 1.850
C 2.332 -0.673 -0.845
H -2.932 -0.896 0.403
H -3.534 -1.301 2.818
H 4.417 -1.639 -5.058

Atom charges from the Mulliken analysis, given in e for atoms 1 to 5: -0.660 -0.217 -0.671 0.248 -1.458

---

DFT (ωB97M-V/def2-TZVPD) results for a molecular structure, C16H20NORu at a distorted geometry.

Computed properties:
2S+1	6
gap between HOMO and LUMO (spin up / spin down)	3.935 / 5.623	eV
charge	-2
LUMO (spin up / spin down)	5.79 / 5.70	eV

Atoms and positions in Å:
H 1.863 1.039 3.663
H 1.663 -2.212 0.281
N -2.815 1.438 2.337
H 1.307 1.538 -2.604
O -1.619 0.313 0.161
C -1.735 0.987 2.244
C 0.890 -1.686 2.336
Ru 0.140 0.140 1.767
C -0.130 0.034 -3.211
H 1.501 -0.667 -2.013
C 0.781 -1.050 -2.789
H 3.048 -0.135 1.509
C 1.665 1.265 2.623
C 0.807 2.315 2.114
H 0.229 2.995 2.724
H 1.375 -1.549 -3.582
H 0.424 1.987 -4.111
H 0.162 -1.833 -2.307
H -1.857 -1.110 -2.906
H -0.899 -2.820 -0.276
C -1.525 -0.117 -2.614
C -0.475 -1.616 2.838
H 1.784 -1.617 2.943
H -2.688 -0.901 -0.908
C 2.282 0.627 1.469
H 0.382 2.989 0.015
C -0.545 -2.358 0.654
H -2.112 0.632 -3.145
C 0.812 -2.057 0.941
C 0.912 2.325 0.683
C 0.342 1.445 -3.146
H -0.430 1.999 -2.560
H 2.145 1.078 -0.719
H -2.855 0.865 -1.147
C -2.154 0.038 -1.057
H -0.750 -1.407 3.873
H -2.415 -2.159 1.854
C 1.825 1.298 0.289
C -1.334 -2.051 1.771

Atom charges from the Mulliken analysis, given in e for atoms 1 to 5: 0.483 0.411 -1.188 0.228 -0.018